# C14H19N5O7Ru

A structure of composition C14H19N5O7Ru at a distorted geometry (wB97M-V/def2-TZVPD, the Open Molecules 2025 dataset).

Last column: Mulliken charge in e.
Geometry (Å):
1 Ru -0.463 -0.305 0.945  1.104
2 O 1.419 -3.970 -0.417  -0.355
3 C 0.930 -2.938 0.191  0.588
4 O -0.033 -2.280 -0.193  -0.546
5 C 1.614 -2.585 1.461  0.336
6 C 2.664 -3.296 2.019  -0.422
7 C 3.113 -2.912 3.276  -0.682
8 C 2.460 -1.879 3.943  -0.749
9 C 1.422 -1.227 3.303  0.905
10 N 1.036 -1.549 2.068  -0.273
11 C 0.531 -0.191 3.881  0.635
12 O 0.732 0.341 5.040  -0.406
13 O -0.450 0.158 3.220  -0.517
14 H 0.920 -4.211 -1.220  0.433
15 H 3.104 -4.131 1.491  0.548
16 H 3.935 -3.434 3.749  0.501
17 H 2.759 -1.624 4.952  0.245
18 H 1.507 0.022 5.528  0.335
19 C -1.141 4.369 3.049  -0.841
20 O -0.286 3.465 2.285  -0.285
21 C -0.719 2.367 1.793  0.971
22 O 0.092 1.625 1.169  -0.522
23 N -2.010 2.022 1.874  -0.010
24 N -2.361 0.727 1.445  -0.468
25 H -0.483 5.163 3.382  0.253
26 H -1.555 3.848 3.912  0.404
27 H -1.916 4.787 2.408  0.381
28 H -2.702 2.590 2.343  0.244
29 H -3.072 0.793 0.716  0.346
30 H -2.741 0.208 2.240  0.374
31 N -0.438 0.212 -1.030  -0.239
32 C -0.614 0.394 -2.171  0.355
33 N -0.767 0.594 -3.418  -0.008
34 C -1.838 -0.088 -4.180  -0.546
35 C -1.154 -0.906 -5.277  -0.511
36 O -0.356 -0.046 -6.050  -0.333
37 C 0.716 0.555 -5.364  -0.514
38 C 0.191 1.410 -4.201  -0.515
39 H -2.474 0.656 -4.659  0.274
40 H -2.429 -0.726 -3.526  0.449
41 H -1.913 -1.330 -5.930  0.366
42 H -0.561 -1.705 -4.814  0.312
43 H 1.225 1.207 -6.069  0.356
44 H 1.417 -0.192 -4.969  0.322
45 H -0.322 2.273 -4.624  0.281
46 H 1.013 1.741 -3.569  0.427

Properties
Multiplicity: 2
Frontier orbital gap (spin up / spin down), hartree: 0.20701 / 0.19532
HOMO (spin up / spin down), eV: -17.2 / -17.2
E_LUMO (spin up / spin down), eV: -11.55 / -11.84
Net charge: +3


# C4H10O3

A cluster of 2 separate species, C4H10O3 in total at a distorted geometry (wB97M-V/def2-TZVPD, the Open Molecules 2025 dataset).

Last column: Mulliken charge in e.
Geometry (Å):
1 C -1.971 0.604 0.887  -1.671
2 C -0.810 -0.089 0.167  0.471
3 O -1.155 -1.369 -0.341  -0.534
4 C -0.175 0.846 -0.854  -0.669
5 C 1.355 0.948 -0.817  0.076
6 O 1.919 1.883 -1.308  -0.485
7 H -2.812 0.871 0.250  0.394
8 H -1.602 1.426 1.504  0.414
9 H -2.324 -0.111 1.640  0.413
10 H -0.128 -0.362 0.972  0.326
11 H -1.942 -1.338 -0.902  0.330
12 H -0.467 0.585 -1.855  0.311
13 H -0.513 1.868 -0.712  0.311
14 H 1.781 0.042 -0.340  0.299
15 O 1.235 -2.094 1.675  -0.645
16 H 1.627 -2.544 0.914  0.324
17 H 0.305 -2.346 1.612  0.335

Properties
SMILES string: C[C@@H](O)CC=O.O
Frontier orbital gap, hartree: 0.38080
HOMO, eV: -9.7
E_LUMO, eV: 0.63


# C4H16O3S

A cluster of 4 separate species, C4H16O3S in total at a distorted geometry (wB97M-V/def2-TZVPD, the Open Molecules 2025 dataset).

Last column: Mulliken charge in e.
Geometry (Å):
1 C -1.097 1.705 -1.617  -1.161
2 C -0.094 1.852 -0.459  -0.528
3 C -0.111 0.710 0.563  -0.350
4 S -0.204 -0.890 -0.258  -0.321
5 C -0.240 -1.951 1.213  -0.895
6 H -2.145 1.595 -1.354  0.273
7 H -1.035 2.665 -2.156  0.376
8 H -0.820 0.915 -2.316  0.332
9 H -0.295 2.802 0.053  0.362
10 H 0.887 1.796 -0.921  0.217
11 H -0.878 0.783 1.335  0.477
12 H 0.862 0.723 1.038  0.289
13 H -1.195 -1.735 1.727  0.304
14 H -0.329 -2.981 0.924  0.382
15 H 0.564 -1.750 1.905  0.248
16 O 2.669 -0.364 1.575  -0.592
17 H 3.406 -0.012 2.030  0.257
18 H 2.787 -0.570 0.639  0.380
19 O -3.410 -0.906 0.651  -0.594
20 H -2.838 -1.186 -0.071  0.323
21 H -4.296 -1.227 0.526  0.277
22 O 2.793 -0.526 -1.330  -0.652
23 H 3.174 -0.776 -2.179  0.291
24 H 1.846 -0.673 -1.518  0.305

Properties
SMILES string: CCCSC.O.O.O
Frontier orbital gap, hartree: 0.33667
HOMO, eV: -8.6
E_LUMO, eV: 0.58


# C4H10NO

The ion C4H10NO with charge -1 at a distorted geometry (wB97M-V/def2-TZVPD, the Open Molecules 2025 dataset).

Last column: Mulliken charge in e.
Geometry (Å):
1 C 1.864 0.717 -1.389  -1.131
2 C 0.807 -0.134 -0.697  -0.290
3 N -0.227 0.726 -0.110  -0.466
4 C -1.445 -0.003 0.229  -0.600
5 C -1.267 -0.762 1.602  -0.429
6 O -0.971 0.120 2.562  -0.883
7 H 2.711 0.079 -1.653  0.349
8 H 1.426 1.080 -2.318  0.280
9 H 2.254 1.581 -0.854  0.303
10 H 1.197 -0.792 0.076  0.302
11 H 0.320 -0.730 -1.464  0.225
12 H 0.037 0.995 0.848  0.305
13 H -2.221 0.699 0.544  0.254
14 H -1.833 -0.667 -0.555  0.352
15 H -0.460 -1.529 1.439  0.160
16 H -2.192 -1.378 1.741  0.269

Properties
SMILES string: CCNCC[O-]
Frontier orbital gap, hartree: 0.23566
HOMO, eV: -2.3
E_LUMO, eV: 4.08
Net charge: -1


Energy above the lowest of the compared OMol25 structures with the same formula, charge and spin across the listed records, respectively: 31.2, 32.0, 4.6, 13.1 kcal/mol.